Run P
A structure of composition C26H22BeClN3O, computed with ωB97M-V/def2-TZVPD.

Last column: Löwdin charge in e.
Geometry (Å):
Be 1.120 -0.089 -0.310  -0.192
N -0.256 5.991 7.389  0.158
C -0.072 5.289 6.498  -0.182
C 0.156 4.413 5.381  -0.229
C 1.267 4.607 4.564  -0.011
C 1.477 3.767 3.485  -0.008
C 0.591 2.726 3.219  -0.174
C -0.511 2.533 4.048  -0.008
C -0.735 3.375 5.123  -0.013
C 0.821 1.822 2.064  -0.023
C 1.078 0.475 2.330  -0.220
C 1.275 -0.156 3.582  -0.012
C 1.616 -1.466 3.321  -0.059
C 1.622 -1.596 1.918  -0.107
N 1.299 -0.455 1.323  0.025
C 0.801 2.371 0.782  -0.221
C 0.618 3.719 0.379  -0.015
C 0.769 3.750 -0.990  -0.062
C 1.031 2.420 -1.386  -0.112
N 1.041 1.601 -0.346  0.012
H 1.959 5.410 4.779  0.122
H 2.340 3.906 2.847  0.130
H -1.197 1.722 3.841  0.129
H -1.595 3.234 5.762  0.122
H 1.199 0.321 4.545  0.111
H 1.851 -2.241 4.031  0.095
H 1.861 -2.472 1.333  0.107
H 0.408 4.549 1.034  0.109
H 0.709 4.607 -1.639  0.094
H 1.216 2.041 -2.381  0.109
Cl 2.343 -0.886 -1.635  0.182
C -0.969 -5.293 -5.278  -0.040
C -1.051 -4.147 -4.314  -0.241
C -0.539 -4.255 -3.030  0.006
C -0.574 -3.197 -2.130  -0.176
C -0.006 -3.416 -0.759  -0.047
C -1.169 -1.992 -2.547  -0.104
C -1.237 -0.826 -1.687  -0.110
O -0.510 -0.581 -0.732  0.012
C -1.736 -1.875 -3.838  -0.195
C -2.392 -0.606 -4.322  -0.042
C -1.650 -2.949 -4.701  -0.004
H -0.551 -6.181 -4.807  0.077
H -0.337 -5.030 -6.129  0.089
H -1.956 -5.543 -5.671  0.085
H -0.094 -5.192 -2.715  0.121
H 0.016 -4.482 -0.537  0.086
H -0.574 -2.905 0.017  0.086
H 1.013 -3.028 -0.728  0.028
H -2.028 -0.097 -1.912  0.137
H -1.699 0.236 -4.314  0.091
H -3.255 -0.331 -3.713  0.086
H -2.741 -0.739 -5.343  0.078
H -2.059 -2.859 -5.701  0.121

Computed properties:
LUMO level: -0.97 eV
charge: 0
gap between HOMO and LUMO: 6.77 eV
HOMO energy: -7.74 eV

=====

Run Q
A structure of composition C26H22BeClN3O, computed with ωB97M-V/def2-TZVPD.

Last column: Löwdin charge in e.
Geometry (Å):
Be -0.915 1.135 -2.683  -0.225
N -1.178 3.484 6.901  0.159
C -1.176 3.248 5.776  -0.181
C -1.175 2.950 4.369  -0.228
C -2.298 3.238 3.597  -0.010
C -2.295 2.944 2.245  -0.008
C -1.173 2.371 1.651  -0.172
C -0.051 2.094 2.428  -0.010
C -0.050 2.375 3.783  -0.013
C -1.169 2.060 0.199  -0.025
C -0.236 2.700 -0.605  -0.218
C 0.671 3.746 -0.269  -0.009
C 1.318 4.099 -1.426  -0.054
C 0.796 3.262 -2.445  -0.090
N -0.117 2.439 -1.967  0.022
C -2.124 1.149 -0.289  -0.239
C -3.141 0.453 0.406  -0.026
C -3.846 -0.268 -0.540  -0.067
C -3.235 0.002 -1.780  -0.117
N -2.210 0.838 -1.636  -0.003
H -3.163 3.693 4.059  0.123
H -3.162 3.169 1.639  0.129
H 0.819 1.648 1.965  0.127
H 0.816 2.152 4.390  0.122
H 0.789 4.187 0.708  0.112
H 2.061 4.868 -1.556  0.097
H 1.050 3.241 -3.495  0.117
H -3.326 0.492 1.467  0.108
H -4.702 -0.902 -0.376  0.095
H -3.487 -0.377 -2.760  0.113
Cl -1.250 1.089 -4.599  0.132
C 3.626 -5.240 0.083  -0.040
C 2.691 -4.148 -0.350  -0.244
C 3.074 -3.214 -1.303  0.000
C 2.223 -2.204 -1.728  -0.171
C 2.715 -1.230 -2.760  -0.024
C 0.931 -2.141 -1.166  -0.090
C -0.025 -1.116 -1.538  -0.088
O 0.196 -0.182 -2.306  0.005
C 0.522 -3.082 -0.194  -0.191
C -0.848 -3.052 0.440  -0.036
C 1.412 -4.066 0.195  -0.005
H 4.630 -5.081 -0.306  0.077
H 3.272 -6.208 -0.277  0.089
H 3.680 -5.296 1.170  0.085
H 4.068 -3.272 -1.731  0.118
H 3.708 -1.522 -3.100  0.080
H 2.767 -0.221 -2.351  0.093
H 2.046 -1.176 -3.618  0.093
H -1.018 -1.185 -1.084  0.110
H -1.638 -3.209 -0.296  0.092
H -1.054 -2.102 0.937  0.083
H -0.927 -3.841 1.185  0.079
H 1.107 -4.789 0.943  0.121

Computed properties:
LUMO level: -1.16 eV
charge: 0
gap between HOMO and LUMO: 6.80 eV
HOMO energy: -7.96 eV

=====

Going by the energies, run Q is most stable and the next is 0.311 eV up.

=====

Run P
A structure of composition C7H16N, computed with ωB97M-V/def2-TZVPD.

Last column: Löwdin charge in e.
Geometry (Å):
C -1.920 -0.748 -1.162  -0.030
C -1.220 -0.310 0.204  -0.564
C -0.877 1.122 -0.254  -0.205
C 0.550 1.308 -0.830  -0.147
C 1.887 0.776 -0.108  -0.160
C 2.126 -0.682 -0.167  -0.123
C 2.101 -1.460 0.941  0.094
N -2.227 -0.079 1.198  0.138
H -2.174 -1.728 -1.180  0.031
H -2.806 -0.042 -1.218  0.112
H -1.304 -0.471 -2.107  0.116
H -0.260 -1.123 0.439  0.172
H -1.075 1.722 0.647  0.126
H -1.605 1.447 -0.993  0.125
H 0.671 2.420 -0.912  0.127
H 0.547 0.895 -1.899  0.138
H 1.704 1.137 0.920  0.106
H 2.776 1.238 -0.506  0.122
H 2.669 -0.968 -1.064  0.134
H 2.257 -2.468 0.843  0.056
H 1.651 -0.996 1.844  0.059
H -2.591 -0.996 1.518  0.120
H 0.407 0.525 1.955  0.373
H -1.155 -0.083 1.592  0.080

Computed properties:
LUMO level: -8.87 eV
charge: +1
gap between HOMO and LUMO: 5.41 eV
HOMO energy: -14.29 eV

=====

Run Q
A cluster of 2 separate species, C7H16N in total, computed with ωB97M-V/def2-TZVPD.

Last column: Löwdin charge in e.
Geometry (Å):
C 1.601 -0.944 0.587  -0.288
C 0.175 -1.277 1.189  -0.200
C -0.821 -1.621 0.120  -0.199
C -0.720 -0.559 -0.959  -0.159
C -0.564 0.876 -0.434  0.208
C -1.431 1.828 -0.127  -0.037
C -1.244 3.331 -0.265  -0.043
N 2.175 -1.966 -0.323  -0.007
H 2.272 -0.597 1.469  0.137
H 1.443 0.005 -0.098  0.058
H -0.124 -0.358 1.774  0.127
H 0.330 -2.050 1.896  0.099
H -0.793 -2.617 -0.344  0.134
H -1.881 -1.626 0.553  0.144
H 0.075 -0.927 -1.605  0.130
H -1.574 -0.593 -1.645  0.137
H 2.069 2.441 0.481  0.093
H -2.369 1.638 0.403  0.172
H -1.966 3.768 0.413  0.082
H -1.457 3.624 -1.284  0.095
H -0.261 3.779 0.032  0.098
H 2.598 -2.821 0.183  0.122
H 1.534 1.948 0.332  0.025
H 2.897 -1.660 -0.971  0.071

Computed properties:
LUMO level: -7.24 eV
charge: +1
gap between HOMO and LUMO: 5.56 eV
HOMO energy: -12.80 eV

=====

Going by the energies, run Q is most stable and the next is 4.646 eV up.

=====

Run P
An isolated molecule of C4H11NO2S, computed with ωB97M-V/def2-TZVPD.

Last column: Löwdin charge in e.
Geometry (Å):
C 1.600 0.618 -0.385  -0.064
C 0.538 -0.257 0.188  -0.545
C 0.900 -1.680 0.584  -0.051
N -0.004 0.570 1.606  0.042
S -1.076 -0.314 -0.762  0.670
C -1.686 1.373 -0.825  -0.154
O -2.073 -1.099 -0.038  -0.347
O -0.889 -0.832 -2.158  -0.345
H 2.223 -0.108 -0.957  0.101
H 2.061 1.028 0.482  0.068
H 1.094 1.418 -1.104  0.117
H -0.041 -1.907 0.966  0.049
H 1.625 -1.883 1.322  0.086
H 1.122 -2.155 -0.292  0.063
H 0.704 0.343 2.323  0.063
H -0.759 -0.050 1.820  0.017
H -1.800 1.978 0.089  0.070
H -0.887 1.843 -1.472  0.061
H -2.652 1.115 -1.388  0.099

Computed properties:
LUMO level: 0.74 eV
charge: 0
gap between HOMO and LUMO: 11.23 eV
HOMO energy: -10.49 eV

=====

Run Q
A cluster of 3 separate species, C4H11NO2S in total, computed with ωB97M-V/def2-TZVPD.

Last column: Löwdin charge in e.
Geometry (Å):
C 1.255 0.142 1.125  -0.050
N -0.095 0.625 0.877  0.098
C -0.519 0.540 -0.411  -0.321
C -1.344 1.452 -1.113  0.209
S 2.261 -2.961 -0.441  0.321
C -0.254 -0.761 -1.082  -0.188
O -0.542 -2.038 -0.280  -0.153
H 1.967 0.376 0.201  0.149
H 1.135 -0.936 1.052  0.048
H 1.631 0.507 2.058  0.091
H 0.285 -2.547 -0.345  -0.138
H 0.778 -0.848 -1.474  0.086
H -1.509 2.402 -0.567  0.084
H -1.838 1.225 -2.011  0.064
H 3.288 -2.517 -1.177  -0.309
H -0.918 -0.747 -1.953  0.115
H -2.683 2.261 1.747  0.055
H -1.155 1.542 1.689  -0.012
O -1.743 2.285 2.105  -0.149

Computed properties:
LUMO level: -4.43 eV
charge: 0
gap between HOMO and LUMO: 3.64 eV
HOMO energy: -8.07 eV

=====

Run R
A cluster of 3 separate species, C4H11NO2S in total, computed with ωB97M-V/def2-TZVPD.

Last column: Löwdin charge in e.
Geometry (Å):
C -1.039 0.628 -0.662  -0.117
N -0.329 -0.620 -0.647  0.123
C 0.460 -0.702 0.483  -0.338
C 0.240 -1.622 1.455  0.156
S 0.411 3.449 -0.568  0.387
C 1.142 0.568 0.815  -0.272
O 0.425 1.414 1.730  -0.090
H -1.809 0.535 -1.431  0.106
H -0.338 1.468 -0.982  -0.001
H -1.477 0.861 0.312  0.115
H 0.306 2.132 1.087  -0.082
H 1.442 1.204 -0.017  0.056
H 0.933 -1.712 2.276  0.081
H -0.582 -2.330 1.447  0.081
H 0.371 3.623 -1.900  -0.270
H 2.057 0.255 1.352  0.138
H -0.582 -3.559 -2.192  0.031
H -0.831 -2.315 -1.255  -0.029
O -0.800 -3.278 -1.302  -0.076

Computed properties:
LUMO level: -3.70 eV
charge: 0
gap between HOMO and LUMO: 4.86 eV
HOMO energy: -8.56 eV

=====

Going by the energies, run P is most stable and the next is 3.600 eV up.

=====

Run P
A cluster of 2 separate species, C2H3Cl2NO2 in total, computed with ωB97M-V/def2-TZVPD.

Last column: Löwdin charge in e.
Geometry (Å):
C -0.104 0.084 0.106  -0.111
C -0.999 -0.239 1.259  -0.770
N -2.472 0.006 0.971  -0.471
O -2.614 0.262 -0.219  0.061
O -3.288 -0.055 1.818  0.093
Cl -0.676 -1.348 2.422  0.871
Cl -0.995 2.010 2.407  0.060
H 0.889 -0.401 0.161  0.106
H -0.615 -0.427 -0.665  0.073
H -0.122 1.113 -0.232  0.089

Computed properties:
LUMO level (spin up / spin down): -2.54 / -2.54 eV
charge: 0
gap between HOMO and LUMO (spin up / spin down): 7.83 / 7.83 eV
HOMO energy (spin up / spin down): -10.37 / -10.37 eV

=====

Run Q
An isolated molecule of C2H3Cl2NO2, computed with ωB97M-V/def2-TZVPD.

Last column: Löwdin charge in e.
Geometry (Å):
C -0.382 -0.053 -0.435  -0.649
C -1.825 -0.010 -0.006  0.005
N 2.800 0.330 0.867  -0.891
O 0.347 0.953 0.009  -0.270
O 0.041 -1.027 -1.069  0.020
Cl 3.193 -1.356 0.798  0.480
Cl 2.183 0.993 -0.393  1.015
H -2.318 0.839 -0.420  0.065
H -1.746 0.246 1.103  0.119
H -2.294 -0.915 -0.452  0.105

Computed properties:
LUMO level (spin up / spin down): -1.59 / -1.59 eV
charge: 0
gap between HOMO and LUMO (spin up / spin down): 8.44 / 8.44 eV
HOMO energy (spin up / spin down): -10.02 / -10.03 eV

=====

Going by the energies, run P is most stable and the next is 0.390 eV up.

=====

Run P
The ion C3HN2O4S with charge -1, computed with ωB97M-V/def2-TZVPD.

Last column: Löwdin charge in e.
Geometry (Å):
N -0.313 -0.666 -3.359  0.180
C -0.451 -0.677 -2.218  -0.193
C -0.479 -0.629 -0.784  -0.370
O 0.866 -0.110 -0.362  -0.032
C -1.583 0.312 -0.100  -0.990
O -1.275 1.187 0.672  -0.048
S -3.113 -0.190 -0.564  0.547
N -0.568 -2.128 -0.262  -0.287
O -0.905 -3.072 -0.974  0.057
O -0.465 -2.222 0.996  0.035
H 0.667 0.672 0.234  0.101

Computed properties:
LUMO level: 2.97 eV
charge: -1
gap between HOMO and LUMO: 7.51 eV
HOMO energy: -4.54 eV

=====

Run Q
The ion C3HN2O4S with charge -1, computed with ωB97M-V/def2-TZVPD.

Last column: Löwdin charge in e.
Geometry (Å):
N 0.610 0.209 -2.757  0.153
C 0.281 0.250 -1.671  -0.136
C -0.251 0.212 -0.238  -0.404
O -1.623 0.495 -0.261  0.020
C 0.108 -1.224 0.462  -0.972
O -0.870 -1.732 1.001  -0.092
S 1.640 -1.855 0.503  0.557
N 0.492 1.129 0.686  -0.382
O 1.668 1.218 0.479  0.059
O -0.138 1.632 1.586  0.093
H -1.918 -0.335 0.209  0.104

Computed properties:
LUMO level: 3.52 eV
charge: -1
gap between HOMO and LUMO: 7.89 eV
HOMO energy: -4.38 eV

=====

Going by the energies, run Q is most stable and the next is 0.274 eV up.